[1]
{
  "formula": "C8H14N3O",
  "method": "ωB97M-V/def2-TZVPD",
  "species": ["C", "C", "C", "C", "C", "C", "C", "C", "N", "N", "N", "O", "H", "H", "H", "H", "H", "H", "H", "H", "H", "H", "H", "H", "H", "H"],
  "xyz": [[1.11320, 0.58541, -0.16516], [2.78173, -0.51283, 0.51696], [-0.61326, 1.84551, -1.88022], [-0.65077, 2.56632, -0.55232], [-0.24065, 1.13804, -0.56258], [3.69909, -1.49231, 1.18142], [-1.12939, -1.11401, -0.90828], [-1.25556, -0.29743, 1.35617], [1.40240, -0.42720, 0.62879], [3.18478, 0.43305, -0.29205], [-1.23277, 0.13816, -0.09050], [2.13230, 1.10240, -0.78102], [-1.69538, 1.71322, -2.35560], [0.11107, 2.13830, -2.56175], [0.21255, 3.28595, -0.22132], [-1.77100, 2.84675, -0.21123], [3.10391, -2.31594, 1.50527], [4.39777, -1.91795, 0.52189], [4.21445, -0.87379, 1.97665], [-0.32955, -1.67036, -0.40468], [-2.12963, -1.76455, -0.75273], [-1.00806, -0.73462, -1.92201], [-0.31595, -0.82725, 1.49605], [-1.27917, 0.59731, 1.92955], [-2.24049, -0.93612, 1.48800], [-2.19073, 0.67873, -0.32388]],
  "relative_energy_kcal_mol": 69.7,
  "energy_ha": -552.1985,
  "spin_multiplicity": 3,
  "charge": 1,
  "homo_ev": [-9.28, -14.52],
  "max_force_ev_per_a": 8.1
}

[2]
{
  "formula": "C3H32O13",
  "method": "ωB97M-V/def2-TZVPD",
  "species": ["O", "H", "H", "H", "C", "C", "C", "O", "H", "H", "H", "H", "H", "H", "H", "O", "H", "H", "O", "H", "H", "O", "H", "H", "O", "H", "H", "O", "H", "H", "O", "H", "H", "O", "H", "H", "O", "H", "H", "O", "H", "H", "O", "H", "H", "O", "H", "H"],
  "xyz": [[8.59076, -23.53413, -18.10921], [7.88549, -23.14721, -17.54440], [8.68514, -24.48817, -17.78282], [9.43779, -23.08521, -17.92640], [9.70341, -26.69542, -19.98601], [8.57273, -26.82903, -18.99235], [8.02219, -28.28992, -19.16098], [8.78040, -26.27688, -17.72262], [10.05883, -25.68445, -20.19506], [9.42051, -27.08800, -20.96661], [10.49892, -27.34244, -19.60567], [7.69529, -26.30917, -19.40679], [7.35519, -28.61209, -18.35012], [8.78458, -29.05048, -18.95005], [7.48531, -28.50757, -20.08228], [6.05106, -26.18473, -21.31866], [6.75050, -26.32857, -21.96402], [6.37863, -26.59393, -20.51189], [7.89384, -24.52625, -15.71912], [8.26293, -25.25438, -16.25949], [7.51857, -24.96148, -14.94902], [12.59483, -28.83455, -21.55892], [11.89308, -28.25293, -21.86747], [13.11507, -28.28941, -20.96033], [5.46571, -26.31118, -17.14692], [6.34525, -26.52408, -17.48541], [5.54703, -26.39873, -16.19108], [9.54931, -31.03598, -16.27008], [9.09220, -30.18038, -16.28542], [9.04941, -31.59439, -16.87204], [4.78524, -30.30500, -22.03300], [5.45137, -30.99927, -22.04578], [5.24630, -29.53101, -21.69266], [3.75303, -28.40816, -17.58484], [4.24072, -27.59932, -17.33672], [4.43426, -29.08255, -17.70090], [11.44141, -26.56916, -16.00117], [12.14452, -26.16905, -16.52076], [10.66325, -26.53967, -16.57698], [5.74897, -30.54135, -16.99577], [5.43355, -31.28523, -16.47189], [6.33276, -30.93564, -17.65191], [11.53051, -23.89986, -22.06685], [12.01014, -23.67113, -22.86961], [10.62291, -24.03514, -22.35775], [8.68842, -28.28951, -15.64240], [8.83409, -27.70185, -14.89641], [8.87551, -27.74171, -16.42903]],
  "relative_energy_kcal_mol": 117.6,
  "energy_ha": -1111.4974,
  "spin_multiplicity": 1,
  "homo_ev": -9.55,
  "max_force_ev_per_a": 2.7
}

[3]
{
  "formula": "C44H108ClFIN2O14",
  "method": "ωB97M-V/def2-TZVPD",
  "species": ["C", "C", "C", "C", "C", "C", "C", "C", "C", "N", "I", "C", "C", "C", "C", "O", "Cl", "O", "C", "C", "C", "O", "N", "C", "C", "C", "C", "C", "C", "F", "H", "H", "H", "H", "H", "H", "H", "H", "H", "H", "H", "H", "H", "H", "H", "H", "H", "H", "H", "H", "H", "H", "H", "H", "H", "H", "H", "H", "H", "H", "H", "H", "H", "H", "H", "H", "H", "H", "H", "H", "H", "H", "C", "C", "O", "H", "H", "H", "H", "H", "H", "C", "C", "O", "H", "H", "H", "H", "H", "H", "C", "C", "O", "H", "H", "H", "H", "H", "H", "C", "C", "O", "H", "H", "H", "H", "H", "H", "C", "C", "O", "H", "H", "H", "H", "H", "H", "C", "C", "O", "H", "H", "H", "H", "H", "H", "C", "C", "O", "H", "H", "H", "H", "H", "H", "C", "C", "O", "H", "H", "H", "H", "H", "H", "C", "C", "O", "H", "H", "H", "H", "H", "H", "C", "C", "O", "H", "H", "H", "H", "H", "H", "C", "C", "O", "H", "H", "H", "H", "H", "H"],
  "xyz": [[10.36208, 2.32844, 0.00439], [10.89864, 0.85985, -0.47435], [9.61423, -0.13209, -0.32386], [9.66445, -1.40356, -1.30933], [8.41388, -1.40794, -2.34963], [7.81903, -2.86651, -2.64926], [6.57524, -3.28143, -1.66468], [5.30048, -3.82976, -2.44163], [3.91053, -3.06175, -2.33176], [3.83516, -1.59000, -2.53461], [5.02741, -1.19692, -4.24175], [2.44112, -1.16278, -2.97756], [1.61753, -0.27774, -1.91259], [0.48189, 0.49698, -2.82547], [-0.44466, 1.49181, -1.98788], [-1.63430, 1.24651, -1.64397], [0.14574, 3.17194, -1.48229], [0.99031, -1.01708, -0.84419], [-0.17127, -1.76723, -1.25972], [-0.29563, -3.10099, -0.31909], [0.88684, -3.20232, 0.75841], [-0.45027, -4.27296, -1.16177], [2.39784, 0.82538, -1.27120], [3.83226, 0.84200, -1.67456], [4.73600, 1.95358, -0.94817], [4.38166, -0.69146, -1.45984], [4.19887, -1.16877, 0.04756], [5.28179, -0.53584, 1.09913], [5.23027, -1.40294, 2.46478], [6.59854, -0.37829, 0.54513], [11.13993, 2.91518, 0.59771], [9.50102, 2.09860, 0.74480], [9.93853, 2.94246, -0.87187], [11.32635, 0.87700, -1.53212], [11.73116, 0.53735, 0.25411], [8.69954, 0.53653, -0.56488], [9.55936, -0.52864, 0.75332], [9.53286, -2.34510, -0.66121], [10.63734, -1.46438, -1.93023], [7.64753, -0.62205, -2.03260], [8.85816, -1.02798, -3.35231], [7.49152, -2.93642, -3.75683], [8.67633, -3.62712, -2.53975], [7.01342, -4.15558, -1.04082], [6.43092, -2.43084, -0.92764], [5.64118, -4.07104, -3.52396], [5.08359, -4.88687, -2.00940], [3.26323, -3.55389, -3.16146], [3.39802, -3.42094, -1.35686], [2.54039, -0.49385, -3.91581], [1.76052, -2.02001, -3.28571], [1.10956, 1.16982, -3.53156], [-0.08700, -0.21582, -3.51591], [-1.17380, -1.21250, -1.10617], [-0.17050, -2.12585, -2.34300], [-1.27786, -3.01536, 0.29079], [0.90274, -2.28841, 1.45906], [0.75311, -4.15869, 1.36509], [1.87608, -3.23551, 0.18943], [-1.34345, -4.65032, -0.96420], [2.25084, 0.88494, -0.25699], [3.84313, 1.15641, -2.79093], [5.80330, 1.56244, -0.83338], [4.80671, 2.88306, -1.62770], [4.30113, 2.29314, 0.06203], [5.51719, -0.60570, -1.67346], [3.17494, -0.90628, 0.52094], [4.31437, -2.30231, 0.23427], [4.91541, 0.51938, 1.39182], [5.20766, -0.65697, 3.34163], [6.17220, -2.03477, 2.58465], [4.26095, -2.02617, 2.41017], [-5.33094, 1.51438, -2.81742], [-4.86929, 1.12171, -4.20669], [-3.55039, 1.60474, -4.43798], [-5.31461, 2.60117, -2.70083], [-6.34494, 1.15416, -2.62661], [-4.66187, 1.10191, -2.05629], [-5.52700, 1.55332, -4.96400], [-4.87144, 0.03382, -4.32690], [-2.97310, 1.21059, -3.76789], [14.16730, -0.96072, -3.65056], [13.34601, -1.81201, -2.70297], [12.08066, -2.11319, -3.28311], [13.64244, -0.03038, -3.88311], [15.13911, -0.71795, -3.21450], [14.32779, -1.48205, -4.59884], [13.16972, -1.27930, -1.76571], [13.86060, -2.75062, -2.47513], [12.24373, -2.59202, -4.10683], [2.24907, 4.35347, 3.20081], [2.01080, 2.90991, 2.80799], [3.24983, 2.22350, 2.68784], [2.87586, 4.85459, 2.45803], [1.30479, 4.89506, 3.28882], [2.77834, 4.41224, 4.15646], [1.50315, 2.85346, 1.84410], [1.39377, 2.39871, 3.55415], [3.69614, 2.26544, 3.54450], [-7.31784, -1.77790, -4.35314], [-8.29952, -0.73048, -4.83860], [-9.05329, -1.23875, -5.93064], [-6.64015, -2.07227, -5.15958], [-6.72602, -1.39974, -3.51508], [-7.84371, -2.68150, -4.03312], [-7.76962, 0.16254, -5.17819], [-8.98943, -0.43957, -4.03998], [-9.52507, -2.02274, -5.61836], [-9.42815, -4.55072, -0.66561], [-9.86211, -3.21277, -1.23111], [-9.90272, -3.27213, -2.65327], [-8.44158, -4.82709, -1.04765], [-9.38756, -4.51844, 0.42592], [-10.12048, -5.34194, -0.96861], [-9.15679, -2.42977, -0.94437], [-10.85322, -2.93569, -0.86238], [-10.53541, -3.96068, -2.89843], [0.16024, -0.68304, 6.04467], [0.44271, 0.57756, 6.83756], [1.81908, 0.92632, 6.72844], [0.77642, -1.51000, 6.40718], [-0.89214, -0.96622, 6.12349], [0.40799, -0.53962, 4.98786], [0.21477, 0.42316, 7.89423], [-0.16248, 1.41403, 6.47218], [2.01008, 1.06924, 5.79206], [-12.68427, 0.24507, 1.71329], [-12.91253, -1.20260, 1.32663], [-11.66780, -1.88582, 1.22803], [-12.05174, 0.74396, 0.97447], [-13.63208, 0.78350, 1.78746], [-12.16563, 0.31193, 2.67442], [-13.41076, -1.26476, 0.35678], [-13.53560, -1.71286, 2.06832], [-11.23678, -1.83452, 2.09161], [-15.77889, -3.71675, 0.13140], [-15.31212, -4.11268, -1.25456], [-13.99523, -3.62696, -1.48349], [-15.76578, -2.62949, 0.24438], [-16.79217, -4.07901, 0.32099], [-15.11067, -4.12507, 0.89556], [-15.96805, -3.68567, -2.01590], [-15.31097, -5.20116, -1.37104], [-13.42023, -4.01652, -0.81075], [-2.12049, 5.57073, -4.15033], [-3.32088, 5.66724, -5.07098], [-3.09850, 4.90414, -6.24955], [-1.22010, 5.93318, -4.65371], [-2.27732, 6.15751, -3.24168], [-1.93184, 4.53015, -3.86927], [-3.49320, 6.70419, -5.36686], [-4.22378, 5.29454, -4.57660], [-2.95644, 3.98589, -5.97966], [-2.20225, 2.11295, 10.28827], [-2.43691, 0.66687, 9.89883], [-1.19541, -0.01922, 9.78490], [-1.57610, 2.61353, 9.54493], [-3.14839, 2.65277, 10.37374], [-1.67422, 2.17546, 11.24424], [-2.94492, 0.60862, 8.93378], [-3.05364, 0.15648, 10.64523], [-0.75574, 0.02874, 10.64438], [2.05024, 7.90868, 6.14252], [1.34515, 7.86158, 4.80150], [0.45594, 6.75154, 4.75214], [2.61006, 6.98549, 6.31413], [2.74063, 8.75412, 6.19117], [1.32613, 7.99876, 6.95750], [2.07005, 7.74990, 3.99220], [0.77300, 8.77843, 4.62849], [-0.18766, 6.86144, 5.46474]],
  "energy_ha": -3761.2773,
  "spin_multiplicity": 1,
  "charge": 1,
  "homo_ev": -10.98,
  "max_force_ev_per_a": 5.7
}

[4]
{
  "formula": "C5H28N2O10",
  "method": "ωB97M-V/def2-TZVPD",
  "species": ["C", "C", "C", "C", "N", "C", "N", "H", "H", "H", "H", "H", "H", "H", "H", "O", "H", "H", "O", "H", "H", "O", "H", "H", "O", "H", "H", "O", "H", "H", "O", "H", "H", "O", "H", "H", "O", "H", "H", "O", "H", "H", "O", "H", "H"],
  "xyz": [[2.85827, 1.80328, -1.18573], [1.67547, 0.98526, -0.71355], [0.32534, 1.57695, -0.85691], [-0.11505, 2.71247, -1.45857], [-1.48087, 2.63667, -1.64012], [-1.83869, 1.39647, -1.21606], [-0.80356, 0.74600, -0.71481], [3.81088, 1.50659, -0.77253], [2.63407, 2.82419, -0.86808], [2.92960, 1.85242, -2.28259], [1.47387, -0.01933, -1.12621], [1.86450, 0.65500, 0.32720], [0.47966, 3.58756, -1.66594], [-2.03055, 3.43038, -1.91252], [-2.87059, 1.07947, -1.16113], [1.70693, 0.44473, -2.75500], [1.69931, 0.81147, -3.64431], [1.20549, 0.96309, -2.11119], [1.14875, -2.15552, -2.54701], [1.31318, -1.20229, -2.75854], [1.91044, -2.59171, -2.97067], [-1.03990, -2.11604, 0.21448], [-0.67602, -1.22269, 0.04757], [-1.46597, -2.44787, -0.61029], [-1.14099, -3.50674, -1.94460], [-0.48550, -3.01504, -2.48260], [-0.54191, -4.03492, -1.39458], [1.55845, -1.38733, 2.56674], [2.03161, -1.77861, 3.32317], [1.34624, -2.16542, 2.00157], [-3.06547, 1.27948, 1.13601], [-2.21900, 1.52990, 1.52494], [-3.73145, 1.70243, 1.70993], [-2.53594, -1.12761, 2.30668], [-2.95326, -0.34359, 1.88011], [-2.14966, -1.62689, 1.56632], [0.92393, -3.56329, 1.09969], [1.21897, -3.11893, 0.29271], [-0.00067, -3.28652, 1.22878], [-0.43317, 0.17909, 3.56256], [-1.31524, -0.17604, 3.27426], [0.25547, -0.43498, 3.23832], [-0.77709, 2.73811, 2.94007], [-0.00953, 3.10662, 3.39189], [-0.69042, 1.77375, 3.16055]],
  "relative_energy_kcal_mol": 94.6,
  "energy_ha": -1069.1581,
  "spin_multiplicity": 1,
  "homo_ev": -9.22,
  "max_force_ev_per_a": 6.2
}

[5]
{
  "formula": "C21H29ClN4PtSSe2",
  "method": "ωB97M-V/def2-TZVPD",
  "species": ["Pt", "C", "C", "N", "C", "S", "N", "N", "C", "C", "C", "C", "C", "C", "C", "N", "H", "H", "H", "H", "H", "H", "H", "H", "H", "H", "H", "H", "H", "C", "Se", "C", "C", "Se", "C", "H", "H", "H", "H", "H", "H", "H", "H", "H", "H", "Cl", "C", "C", "C", "C", "C", "C", "C", "H", "H", "H", "H", "H", "H"],
  "xyz": [[0.16601, 0.19606, -0.09688], [1.37441, -0.92415, 5.40390], [2.18375, 0.08318, 4.60329], [1.33813, 1.06378, 3.91785], [0.78137, 0.91226, 2.72794], [1.18918, -0.53112, 1.78890], [-0.05351, 1.84952, 2.30549], [-0.55321, 1.60988, 1.07293], [-1.49252, 2.35046, 0.57027], [-2.14649, 3.44511, 1.33510], [-1.86492, 2.06407, -0.82785], [-2.85834, 2.76086, -1.49154], [-3.10941, 2.47433, -2.82684], [-2.35051, 1.51053, -3.46699], [-1.37942, 0.83984, -2.74521], [-1.15799, 1.09032, -1.45623], [2.04380, -1.56923, 5.97159], [0.76622, -1.55066, 4.74954], [0.71240, -0.42175, 6.10905], [2.79734, -0.41079, 3.84940], [2.85870, 0.64651, 5.24504], [1.00384, 1.85601, 4.44986], [-1.66671, 3.58323, 2.29691], [-3.20202, 3.21400, 1.49600], [-2.08999, 4.37282, 0.76312], [-3.42341, 3.52140, -0.97326], [-3.88294, 3.00953, -3.36068], [-2.50389, 1.26873, -4.50872], [-0.76522, 0.08014, -3.20935], [-3.50870, -2.94068, 2.51155], [-2.04376, -1.83755, 1.85875], [-0.80896, -3.26475, 1.34275], [-0.87595, -3.59069, -0.13470], [-0.62251, -2.04877, -1.32480], [0.76941, -2.78691, -2.46543], [-3.12161, -3.61674, 3.26831], [-3.98828, -3.48642, 1.70472], [-4.22303, -2.26006, 2.96734], [-1.09359, -4.15930, 1.89739], [0.18518, -2.96910, 1.66179], [-1.87779, -3.92611, -0.40018], [-0.15962, -4.35378, -0.43912], [0.33495, -3.62183, -3.00955], [1.61559, -3.10660, -1.86636], [1.06995, -2.00861, -3.16275], [3.23170, -1.13719, -0.69676], [2.94149, -0.11374, -2.06552], [3.48964, -0.48248, -3.28023], [3.21863, 0.27387, -4.41219], [2.38503, 1.38377, -4.33916], [1.85474, 1.75350, -3.11948], [2.13960, 1.03297, -1.94663], [1.65427, 1.56875, -0.67441], [4.13030, -1.35172, -3.33633], [3.66455, -0.00860, -5.35659], [2.17169, 1.96500, -5.22542], [1.23686, 2.64100, -3.04645], [1.16511, 2.53428, -0.76170], [2.35044, 1.52362, 0.15855]],
  "relative_energy_kcal_mol": 39.3,
  "energy_ha": -6816.6573,
  "spin_multiplicity": 1,
  "charge": 2,
  "homo_ev": -13.70,
  "max_force_ev_per_a": 1.9
}

[6]
{
  "formula": "C7H11N",
  "method": "ωB97M-V/def2-TZVPD",
  "species": ["C", "C", "C", "N", "C", "C", "C", "C", "H", "H", "H", "H", "H", "H", "H", "H", "H", "H", "H"],
  "xyz": [[-0.52358, 0.31801, 1.94535], [1.43834, 1.35708, -0.19652], [0.57229, -0.21833, -1.82660], [0.72883, 0.11950, -0.42675], [-0.45796, -0.21181, 0.59678], [0.15767, -1.38029, 1.21279], [-1.72208, -0.38514, -0.08450], [-2.75798, -0.57695, -0.65971], [0.34784, 0.58783, 2.52054], [-1.44949, 0.74937, 2.29370], [1.48438, 1.56385, 0.87493], [0.94691, 2.21380, -0.68433], [2.45832, 1.28441, -0.58406], [1.55372, -0.27847, -2.30841], [0.07300, -1.18447, -1.91575], [-0.02533, 0.52576, -2.36389], [-0.27149, -2.36197, 1.06636], [1.15067, -1.35770, 1.63666], [-3.70407, -0.76449, -1.09658]],
  "relative_energy_kcal_mol": 144.7,
  "energy_ha": -327.8574,
  "spin_multiplicity": 1,
  "homo_ev": -7.69,
  "max_force_ev_per_a": 5.0
}